1.
The following is a quantum chemistry calculation of a 10-piece molecular cluster, C51H119N3O24 overall in a non-equilibrium geometry, from OMol25.

Element x y z (Å)
C: -3.61150 1.84811 2.13577
O: -2.25473 2.07725 2.56363
C: -2.18959 2.75230 3.82737
C: -0.84136 3.31578 4.17577
O: -0.33797 4.33960 3.30841
C: -0.15834 3.90964 1.98330
C: 0.81795 4.82165 1.27129
O: 2.00760 4.77420 2.03317
C: 3.09906 5.50842 1.49401
H: -4.07204 1.08340 2.76125
H: -3.64029 1.38335 1.15024
H: -4.22917 2.73893 2.02167
H: -2.41429 1.94230 4.52128
H: -2.92601 3.53862 3.99320
H: -0.06243 2.56951 4.33213
H: -0.99251 3.81944 5.13054
H: -1.14571 3.91840 1.52164
H: 0.24024 2.89697 1.92211
H: 0.54253 5.87356 1.19555
H: 0.92041 4.42874 0.25974
H: 3.06692 6.59779 1.51244
H: 3.60505 5.13850 0.60225
H: 3.87407 5.32193 2.23743
C: -1.13781 -0.27643 -7.32446
O: -1.71942 0.64626 -6.39116
C: -1.95584 0.12847 -5.08123
C: -2.53400 1.09153 -4.02813
O: -3.88707 1.35445 -4.43957
C: -4.57911 2.19624 -3.45102
C: -5.02461 1.55920 -2.11303
O: -6.24199 1.94237 -1.55886
C: -6.35197 3.27042 -1.14472
H: -0.97827 0.18782 -8.29766
H: -1.81103 -1.11430 -7.50572
H: -0.11990 -0.55692 -7.05375
H: -0.98789 -0.04403 -4.61067
H: -2.43912 -0.84805 -5.05041
H: -1.97788 2.02205 -3.91429
H: -2.66572 0.66241 -3.03486
H: -5.46314 2.54043 -3.98780
H: -4.03957 3.12104 -3.24672
H: -4.15478 1.56840 -1.45620
H: -5.11257 0.52395 -2.44260
H: -5.50114 3.49812 -0.50258
H: -7.23434 3.43427 -0.52612
H: -6.39989 3.91741 -2.02063
C: 0.79086 2.41473 -4.04090
O: 1.90872 2.67523 -3.20861
C: 1.99226 4.02357 -2.68806
C: 3.33404 4.17100 -1.92070
O: 4.49037 4.06053 -2.76244
C: 5.03240 2.74476 -3.03937
C: 6.00168 2.19333 -2.02093
O: 7.28455 2.87812 -2.20606
C: 8.14006 2.49415 -1.09215
H: 0.86999 2.78107 -5.06444
H: -0.08369 2.87528 -3.58138
H: 0.48511 1.36977 -4.09257
H: 1.13511 4.19417 -2.03668
H: 1.88482 4.77826 -3.46716
H: 3.26718 3.48265 -1.07820
H: 3.41583 5.16075 -1.47148
H: 5.51253 2.80326 -4.01618
H: 4.23249 2.04477 -3.28071
H: 6.15807 1.12082 -2.13649
H: 5.55714 2.45082 -1.05958
H: 7.66781 2.56202 -0.11211
H: 9.00527 3.15705 -1.10020
H: 8.56838 1.50208 -1.23507
C: -1.62152 -1.11419 0.16706
O: -1.54864 -0.22133 -0.89791
C: -0.99809 1.06662 -0.51076
C: 0.54298 1.10752 -0.37617
O: 1.09692 0.48765 0.80972
C: 2.34237 -0.23214 0.76712
C: 3.52375 0.48315 0.07566
O: 3.96351 1.73038 0.58327
C: 4.19744 1.75948 2.01654
H: -0.74494 -1.75127 0.28468
H: -2.41099 -1.85093 0.01855
H: -1.84380 -0.70546 1.15278
H: -1.49682 1.34843 0.41658
H: -1.23475 1.79886 -1.28272
H: 0.92392 2.11519 -0.54227
H: 0.99450 0.64321 -1.25289
H: 2.18018 -1.15292 0.20681
H: 2.66552 -0.58804 1.74539
H: 3.31692 0.66709 -0.97861
H: 4.34203 -0.23628 0.10610
H: 5.03901 2.43198 2.18267
H: 4.43026 0.83494 2.54487
H: 3.29824 2.16927 2.47656
C: -5.56626 -1.18394 1.53471
O: -6.35741 -0.26683 2.26054
C: -7.19170 0.45400 1.32429
C: -7.79300 1.71148 2.02341
O: -6.84733 2.80841 2.18155
C: -7.45546 4.03867 2.42682
C: -7.77815 4.17981 3.90394
O: -6.65577 4.44165 4.73072
C: -5.68753 3.39263 4.69954
H: -4.81016 -0.59482 1.01572
H: -5.99350 -1.96629 0.90742
H: -5.03227 -1.70335 2.33043
H: -7.97912 -0.19638 0.94340
H: -6.57587 0.84063 0.51227
H: -8.05595 1.43584 3.04467
H: -8.78418 1.92393 1.62275
H: -8.35041 4.11896 1.80980
H: -6.77909 4.82055 2.08144
H: -8.35511 3.29721 4.18006
H: -8.46523 4.99208 4.14108
H: -5.06678 3.45168 3.80552
H: -6.09750 2.38290 4.72116
H: -5.07747 3.49164 5.59738
C: 11.67569 4.67641 3.57358
O: 11.09654 3.39554 3.54581
C: 10.01974 3.30618 2.65534
C: 9.13893 2.16671 3.06183
O: 8.28770 1.73848 2.05262
C: 7.55894 0.56494 2.18500
C: 8.31224 -0.77755 1.74335
O: 8.87653 -0.75035 0.44757
C: 7.91163 -1.07918 -0.52929
H: 11.96357 5.00122 2.57372
H: 12.47856 4.72722 4.30905
H: 10.95460 5.37153 4.00359
H: 10.40873 3.09951 1.65831
H: 9.40701 4.20759 2.66628
H: 8.48660 2.50826 3.86552
H: 9.89001 1.39277 3.21992
H: 6.79435 0.63799 1.41158
H: 6.93602 0.54688 3.07928
H: 7.74050 -1.67970 1.96091
H: 9.19557 -0.76775 2.38189
H: 7.07744 -0.38069 -0.59511
H: 7.53268 -2.09924 -0.46633
H: 8.41393 -0.96579 -1.48999
C: -3.19191 -3.83357 3.37240
O: -3.43336 -4.39276 2.08796
C: -4.72602 -5.07066 2.07382
C: -5.24488 -5.54939 0.67183
O: -5.51260 -4.48984 -0.28290
C: -6.25847 -4.93524 -1.44948
C: -6.53137 -3.81193 -2.38879
O: -5.46364 -3.38616 -3.21399
C: -4.44669 -2.59932 -2.59202
H: -2.55089 -4.29650 4.12267
H: -4.01542 -3.27955 3.82295
H: -2.52329 -3.00331 3.14496
H: -5.49800 -4.40925 2.46712
H: -4.60367 -5.97858 2.66443
H: -6.11463 -6.19758 0.77904
H: -4.51813 -6.12545 0.09903
H: -7.19706 -5.39250 -1.13634
H: -5.72852 -5.70412 -2.01169
H: -7.07803 -3.01435 -1.88566
H: -7.28526 -4.13693 -3.10581
H: -4.09869 -3.00150 -1.64058
H: -4.69009 -1.58600 -2.27260
H: -3.59563 -2.53371 -3.26987
C: 2.67475 -4.52642 -2.01795
N: 3.66413 -3.49170 -1.60870
C: 3.91201 -3.47104 -0.17285
C: 4.20958 -2.68037 -2.52828
O: 5.10652 -1.87970 -2.27612
H: 2.53668 -4.77187 -3.07095
H: 1.68832 -4.22683 -1.66398
H: 2.86161 -5.46213 -1.49104
H: 4.26724 -4.44814 0.15454
H: 4.63623 -2.77218 0.24572
H: 2.96587 -3.28998 0.33718
H: 4.07051 -3.02776 -3.56374
C: -1.48724 -4.71413 -1.73380
N: -1.64709 -4.94620 -3.20502
C: -0.45064 -4.63660 -3.96444
C: -2.77592 -5.45554 -3.76668
O: -2.85520 -5.76909 -4.96953
H: -2.37634 -5.05126 -1.20093
H: -1.07774 -3.74194 -1.45948
H: -0.65271 -5.31037 -1.36481
H: 0.32836 -5.34006 -3.67048
H: -0.53743 -4.73288 -5.04670
H: -0.07365 -3.63703 -3.74805
H: -3.65444 -5.59074 -3.11697
C: -1.14052 -6.57506 1.65001
N: 0.03597 -6.00587 2.19375
C: 0.82022 -6.95046 3.01238
C: 0.67488 -4.92690 1.79415
O: 1.75696 -4.50087 2.17345
H: -1.91568 -6.90473 2.34179
H: -0.82257 -7.39292 1.00340
H: -1.65939 -5.78932 1.10093
H: 1.63285 -7.42306 2.46067
H: 1.30541 -6.44570 3.84779
H: 0.20939 -7.76412 3.40346
H: 0.08377 -4.48286 0.97829

Values from the calculation:
Relative energy (zero: lowest compared OMol25 entry of this formula, charge and spin), kcal per mole: 36.0
HOMO energy, eV: -9.03
Kohn-Sham gap, eV: 9.195
SMILES: COCCOCCOC.COCCOCCOC.COCCOCCOC.COCCOCCOC.COCCOCCOC.COCCOCCOC.COCCOCCOC.CN(C)C=O.CN(C)C=O.CN(C)C=O
LUMO level, eV: 0.17

These are the Mulliken partial charges, in e, on atoms 1 to 6:
1 C -0.187
2 O -0.053
3 C -0.431
4 C -0.786
5 O -0.480
6 C -0.525

2.
The following is a quantum chemistry calculation of C43H34MgN9SSi as an isolated structure, from OMol25.

Element x y z (Å)
Mg: 1.35074 0.34909 0.37687
N: 2.15639 1.36991 4.81818
C: 1.94275 0.82996 3.57371
S: 2.98016 1.34180 2.30803
N: 0.96898 -0.05889 3.54828
N: 0.75688 -0.61669 2.32007
C: 0.04162 -1.68437 2.29938
C: -0.52947 -2.29792 3.52884
C: 0.27524 -3.01733 4.40343
C: -0.26986 -3.60115 5.53729
C: -1.62491 -3.46474 5.80656
C: -2.43126 -2.74346 4.93739
C: -1.88803 -2.16337 3.80000
C: -0.22769 -2.30095 0.98750
C: -0.93997 -3.49301 0.88366
C: -1.18405 -4.02761 -0.37015
C: -0.71975 -3.34822 -1.48447
C: -0.01905 -2.16980 -1.29401
N: 0.23361 -1.65131 -0.09376
H: 2.67555 2.22868 4.84424
H: 1.40798 1.24379 5.48114
H: 1.33438 -3.10954 4.19491
H: 0.36534 -4.15834 6.21475
H: -2.05000 -3.91793 6.69376
H: -3.48816 -2.62893 5.14470
H: -2.50658 -1.59455 3.11574
H: -1.29313 -3.98272 1.78012
H: -1.73715 -4.95241 -0.47356
H: -0.90245 -3.70494 -2.48847
H: 0.34226 -1.60903 -2.14615
C: 4.06391 -3.06486 1.57078
C: 4.38134 -3.76323 0.40951
C: 4.03897 -3.20997 -0.80050
C: 3.36657 -1.97440 -0.84110
N: 3.03446 -1.31809 0.27814
C: 3.40342 -1.86043 1.44655
N: 3.09605 -1.51262 -2.11664
C: 2.54775 -0.37670 -2.39849
N: 2.03423 0.61910 -1.61148
C: 1.64281 1.65427 -2.43742
N: 1.18454 2.82938 -2.19521
C: 0.90177 3.33887 -0.93480
C: 0.56538 4.70294 -0.91359
C: 0.18062 5.29100 0.26628
C: 0.11610 4.50153 1.41073
C: 0.47125 3.17700 1.30792
N: 0.88769 2.59486 0.17378
C: 1.83467 1.24911 -3.85485
C: 1.53377 1.88893 -5.04212
C: 1.81597 1.20703 -6.22081
C: 2.38525 -0.06723 -6.19753
C: 2.68717 -0.69573 -4.99450
C: 2.39454 -0.00859 -3.83194
H: 4.32212 -3.43816 2.55225
H: 4.89471 -4.71615 0.45407
H: 4.26624 -3.68667 -1.74274
H: 3.15955 -1.27956 2.32476
H: 0.59527 5.24094 -1.85006
H: -0.09867 6.33681 0.29628
H: -0.22716 4.89531 2.35674
H: 0.40591 2.52679 2.17137
H: 1.09132 2.87644 -5.04027
H: 1.58823 1.66819 -7.17424
H: 2.59018 -0.57271 -7.13349
H: 3.12786 -1.68312 -4.95399
C: -3.62824 4.93778 0.87215
C: -3.20485 4.54560 -0.39071
C: -2.69912 3.26903 -0.59596
C: -2.59747 2.33796 0.44279
C: -3.03069 2.76176 1.70689
C: -3.54199 4.03272 1.92359
Si: -1.71627 0.64781 0.25402
C: -2.33613 0.00121 -1.44169
C: -1.73668 0.44171 -2.62993
C: -2.05046 -0.10435 -3.86669
C: -2.97614 -1.13730 -3.95449
C: -3.58672 -1.59708 -2.79540
C: -3.27369 -1.02949 -1.56579
H: -4.02234 5.93429 1.03503
H: -3.26496 5.24055 -1.22146
H: -2.37682 2.99226 -1.59547
H: -2.96640 2.07093 2.54352
H: -3.87261 4.32178 2.91557
H: -2.59364 -0.20306 1.16379
H: -0.98224 1.22242 -2.58500
H: -1.55905 0.26692 -4.75963
H: -3.21847 -1.57808 -4.91449
H: -4.30875 -2.40510 -2.84981
H: -3.76044 -1.40658 -0.67217

Values from the calculation:
Relative energy (zero: lowest compared OMol25 entry of this formula, charge and spin), kcal per mole: 5.7
Total charge: -1
HOMO energy, eV: -3.31
Kohn-Sham gap, eV: 5.406
LUMO level, eV: 2.09

These are the Mulliken partial charges, in e, on atoms 1 to 6:
1 Mg 1.806
2 N -0.524
3 C 0.394
4 S -0.359
5 N -1.755
6 N 1.924